1.
The following is a quantum chemistry calculation of an isolated molecule of C6H12O, from the Open Molecules 2025 dataset.

```
19
Properties=species:S:1:pos:R:3:forces:R:3:mulliken_charge:R:1
O -1.74422 -0.41448 0.71853 0.1857 -0.3252 -1.4083 -0.47
C -0.62496 0.43587 0.61094 -0.2387 0.3362 -0.4608 0.03
C 0.44466 -1.67109 1.68616 -0.2654 0.0328 0.1856 -1.14
C 0.03166 0.22071 -0.73452 0.2121 0.0649 -0.0187 0.70
C -0.88508 0.82315 -1.80433 0.0030 0.0447 -0.0504 -1.60
C -0.44904 -0.45156 1.76984 -1.5827 -0.7233 -0.9345 -0.30
C 1.42455 0.83142 -0.76425 0.1500 0.0728 -0.0254 -1.43
H 1.45283 -1.44250 2.06541 -0.3395 0.1605 -0.0360 0.29
H -1.87690 0.35891 -1.77968 0.1970 0.0587 0.0194 0.36
H -0.80285 1.49376 0.82240 -0.1319 -0.0101 -0.0764 0.42
H 1.88027 0.70866 -1.75108 -0.0059 0.0360 0.1053 0.40
H -1.55103 -0.36558 2.13380 1.9835 0.0294 2.4496 0.50
H 0.57040 -2.03992 0.65853 -0.1463 0.1621 0.2992 0.31
H 2.08135 0.36330 -0.02194 -0.0716 0.0782 -0.1104 0.32
H 0.05030 -2.48017 2.30122 0.0123 0.0025 -0.0535 0.36
H -1.01210 1.90109 -1.64153 0.0397 -0.1327 -0.0341 0.35
H -0.46253 0.68176 -2.80452 -0.0348 0.0226 0.1225 0.41
H 1.37819 1.90519 -0.54522 0.0355 -0.1201 -0.0398 0.34
H 0.09451 -0.85852 -0.91974 -0.0020 0.2101 0.0667 0.16
```
Positions in Å, forces in eV/Å.

Its HOMO-LUMO gap is 10.63 eV. As for the energy above the lowest of the compared OMol25 structures with the same formula, charge and spin: 3.5588 eV. The SMILES is CC(C)[C@H]1O[C@H]1C. The value obtained for the strongest force on any atom is 3.152 eV/A. As for the LUMO energy: 1.1 eV. The calculation puts the HOMO energy at -9.511 eV.

2.
The following is a quantum chemistry calculation of a structure of composition C26H26BBr2IrN9O4S2, from the Open Molecules 2025 dataset.

```
71
Properties=species:S:1:pos:R:3:forces:R:3:mulliken_charge:R:1
Ir -0.71330 -0.90748 -0.03967 -0.1272 -0.3684 -0.8263 2.91
Br -0.22149 -5.47036 2.71641 0.0233 0.0029 -0.0233 -0.10
Br -4.07863 -3.09170 6.00214 -0.0289 0.0010 0.0276 -0.17
S -3.35240 -2.30395 -0.31623 -0.0913 0.4323 0.3200 0.92
S -1.61607 -2.82238 -1.31472 0.2234 0.2126 0.2480 -0.35
O -3.34656 -3.00339 0.95946 -0.0081 -0.0288 -0.1278 -0.54
O -3.04412 -0.83446 -0.12687 -0.2527 -0.3561 -0.0321 -0.52
O -0.21829 -2.66791 1.51321 0.1358 -0.0985 0.1655 -0.59
O -4.50282 -2.51401 -1.14665 0.0901 -0.0332 -0.0414 -0.64
N 0.86168 0.53430 0.86695 0.2268 -0.1537 0.2034 -0.83
N -1.70337 -0.51617 2.06351 -0.0498 0.0313 0.0016 0.47
N -0.93751 0.51738 -1.89548 0.0486 0.2452 0.0714 -0.12
N 0.14606 1.26709 -2.27094 -0.0178 -0.0919 0.0275 0.67
N 1.89255 -0.46744 -1.76380 -0.0775 0.0266 -0.0110 1.13
N 1.30436 -1.45816 -1.04813 0.0811 0.0940 0.0448 -0.34
N 2.63264 1.89243 -2.12609 -0.0068 -0.0027 -0.0312 0.74
N 2.43967 3.12913 -2.65813 -0.0190 -0.0596 0.0106 -1.21
N 1.40314 1.36259 -0.05605 -0.1056 -0.0540 -0.0471 1.49
C -3.52194 -0.53348 4.14913 -0.0032 -0.0192 0.0222 -1.11
C 2.79813 -0.99716 -2.60239 0.0304 -0.0042 0.0035 -0.22
C 1.18335 1.01979 2.07071 -0.1226 0.0267 -0.0234 0.33
C -2.87602 -2.92857 4.57763 0.0293 0.0280 -0.0546 0.24
C -2.76438 -1.68440 3.87660 -0.0603 -0.0588 0.0910 0.70
C 3.94404 1.71854 -1.82380 0.0222 -0.0122 0.0007 -0.32
C -2.12448 -4.03820 4.23500 0.0146 -0.0005 -0.0092 -0.42
C 1.59418 -3.91777 -0.75009 0.0414 0.0056 0.0042 -1.03
C 3.62940 3.69923 -2.72382 -0.0187 0.0633 -0.0128 0.70
C 1.87552 2.22491 1.91783 0.0940 -0.0302 -0.0244 -1.51
C 1.88782 -2.60500 -1.39878 -0.0652 -0.0727 0.0007 0.49
C -1.21507 -3.97530 3.19825 -0.0688 0.0647 0.0373 -0.22
C 3.78565 5.07786 -3.27909 0.0094 0.0031 -0.0056 -1.29
C -1.03192 -2.76566 2.43910 -0.0315 0.0497 -0.0369 0.79
C -1.89961 0.76337 -2.79756 -0.0143 -0.0457 0.0357 0.60
C 4.62494 2.84400 -2.20329 -0.0099 -0.0032 0.0210 -1.26
C -1.42771 1.66982 -3.75137 0.0152 0.0277 -0.0140 -1.67
C -1.86446 -1.61325 2.81586 0.1026 0.0242 -0.0602 -0.40
C 2.83931 -2.35706 -2.39530 -0.0037 0.0351 -0.0103 -1.72
C 0.92567 0.30023 3.35460 -0.0572 0.0235 0.0132 -1.28
C -2.44397 0.55842 2.29694 0.0592 0.0094 0.0064 0.75
C -3.35709 0.57372 3.36519 0.0067 0.0387 -0.0213 -1.18
C 2.00122 2.39491 0.55692 0.0003 0.0411 -0.0145 -0.17
C -2.32351 1.74673 1.39810 0.0025 0.0472 0.0506 -1.25
C -3.25653 0.14830 -2.83718 0.0140 0.0002 -0.0036 -1.18
C -0.13618 1.95596 -3.38606 0.0334 -0.0218 -0.0063 -0.07
B 1.49523 1.02472 -1.58347 0.0108 0.0704 0.0463 -0.48
H 0.83711 -0.77069 3.19062 -0.0153 -0.0354 -0.0413 0.08
H 0.02557 0.65322 3.85995 -0.0310 0.0063 -0.0092 0.16
H 1.85764 -3.89048 0.30713 0.0098 0.0156 0.0039 0.14
H -1.50675 1.64414 0.68892 0.0146 -0.0154 -0.0039 -0.14
H 1.76632 0.46874 4.02778 -0.0142 0.0038 -0.0046 0.51
H 3.35698 -0.37384 -3.27829 0.0006 -0.0062 -0.0080 0.63
H -3.94052 1.46710 3.54203 0.0069 0.0027 -0.0041 0.55
H -3.76851 0.51260 -3.72725 -0.0007 -0.0190 0.0062 0.39
H 4.29246 0.81735 -1.34716 0.0097 0.0008 -0.0045 0.56
H 0.54294 -4.18962 -0.80512 -0.0153 0.0203 -0.0240 0.21
H -2.16787 2.65368 1.98540 -0.0255 -0.0101 0.0006 0.53
H 5.68290 3.02766 -2.12514 0.0027 -0.0007 -0.0001 0.44
H 2.49246 3.16554 -0.01362 0.0019 0.0083 0.0056 0.45
H -2.25343 -4.96203 4.78017 -0.0019 0.0002 0.0017 0.44
H -1.97330 2.05411 -4.59545 -0.0007 0.0012 -0.0014 0.43
H -3.20312 -0.93787 -2.89237 0.0068 -0.0168 0.0200 0.20
H 2.92837 5.33374 -3.89882 -0.0136 -0.0073 0.0140 0.35
H -4.23593 -0.53537 4.96097 0.0012 -0.0006 -0.0032 0.39
H 3.85850 5.81791 -2.48022 0.0096 -0.0046 0.0055 0.23
H -3.25015 1.86014 0.83306 -0.0023 -0.0192 -0.0127 0.25
H 4.68852 5.15596 -3.88454 -0.0014 -0.0093 -0.0021 0.36
H 2.18418 -4.69240 -1.23788 -0.0142 -0.0155 0.0174 0.36
H 2.27370 2.85285 2.69601 0.0080 -0.0029 0.0041 0.51
H -3.84952 0.39220 -1.96185 -0.0106 0.0016 0.0398 0.17
H 3.47044 -3.07820 -2.88457 0.0007 0.0000 -0.0090 0.46
H 0.60385 2.60336 -3.81832 -0.0005 0.0132 -0.0068 0.59
```
Positions in Å, forces in eV/Å.

Its HOMO-LUMO gap (alpha / beta) is 6.72 / 5.58 eV. The spin multiplicity is 6. As for the energy above the lowest of the compared OMol25 structures with the same formula, charge and spin: 0.0000 eV. The value obtained for the strongest force on any atom is 0.914 eV/A. As for the LUMO energy (alpha / beta): -0.7 / -2.8 eV. The calculation puts the HOMO energy (alpha / beta) at -7.436 / -8.374 eV.

3.
The following is a quantum chemistry calculation of a structure of composition C5H13O2Tl, from the Open Molecules 2025 dataset.

```
21
Properties=species:S:1:pos:R:3:forces:R:3:mulliken_charge:R:1
Tl 0.07037 -2.06367 1.00390 -0.2227 -3.7257 1.9508 0.37
O 1.54721 -0.67893 0.33951 1.5994 1.1272 -0.5965 -0.13
O -1.38736 -0.67140 0.31958 -1.1353 0.9625 -0.4235 0.23
C 2.75662 -1.22892 -0.13626 0.8423 -0.2113 -0.3474 -0.70
C -2.60674 -1.20143 -0.15310 -0.9104 -0.0585 -0.3765 -0.66
C 0.09392 1.22404 0.62298 0.0377 -0.0958 0.1710 -1.33
C -1.20062 0.71565 0.01896 -0.1154 1.3074 -0.5257 -1.51
C 1.36860 0.68612 0.00141 -0.1233 1.3803 -0.4335 -0.52
H -3.45847 -0.67470 0.30675 0.3059 -0.1615 -0.1518 0.29
H -2.05113 1.27755 0.44227 0.3262 -0.0780 -0.3507 0.12
H -2.63900 -2.26106 0.12381 -0.0524 0.1805 -0.0462 0.28
H 0.10121 1.03484 1.70738 0.0356 0.0390 -0.0906 0.21
H -1.62021 3.88702 -1.27506 0.2117 -0.5221 0.2509 -0.31
H 2.79366 -2.27714 0.18234 0.0588 0.2138 -0.0764 0.29
H -1.19106 0.84096 -1.07891 -0.1533 0.1563 0.4415 0.40
H 0.10430 2.31523 0.49741 -0.2358 -0.0870 -0.1844 1.22
H 2.79998 -1.17879 -1.23501 -0.0218 -0.0017 0.2933 0.32
H 3.61622 -0.68701 0.28612 -0.2591 -0.1526 -0.0968 0.29
H -2.67221 -1.10723 -1.24853 0.0262 0.0061 0.3322 0.33
H 2.23451 1.25933 0.37268 -0.2032 -0.2363 -0.0703 0.38
H 1.34022 0.78954 -1.09822 -0.0113 -0.0427 0.3305 0.44
```
Positions in Å, forces in eV/Å.

Its HOMO-LUMO gap (alpha / beta) is 2.88 / 2.88 eV. As for the energy above the lowest of the compared OMol25 structures with the same formula, charge and spin: 3.1326 eV. The value obtained for the strongest force on any atom is 4.211 eV/A. As for the LUMO energy (alpha / beta): -1.1 / -1.1 eV. The calculation puts the HOMO energy (alpha / beta) at -3.959 / -3.958 eV.

4.
The following is a quantum chemistry calculation of a structure of composition C39H28IN5PRuSe, from the Open Molecules 2025 dataset.

```
76
Properties=species:S:1:pos:R:3:forces:R:3:mulliken_charge:R:1
I -1.13096 -0.33815 -1.49303 -0.0301 -0.1263 -0.2617 0.14
Ru 0.52646 -0.38612 0.53628 0.0997 0.4149 -0.2679 0.13
Se 2.73911 -0.91836 3.64003 -0.1679 -0.0108 -0.1004 0.36
P 0.19988 -2.87029 0.23364 -0.0451 -0.1257 0.0536 2.68
N 1.45826 -0.67241 2.41339 0.1305 0.1608 0.4116 0.06
N -0.75900 -0.32582 2.30006 -0.2187 -0.1282 0.2820 0.23
N 2.49401 1.56382 -0.37754 0.2436 -0.0632 -0.0382 -0.98
N 1.60348 -0.79592 4.97711 0.0437 -0.0300 0.0476 -0.78
N 2.35584 0.33913 -0.13512 -0.2217 -0.1072 -0.1575 1.44
C 0.48579 -4.73429 -1.81743 -0.0408 0.0041 -0.0080 -0.60
C 2.78822 -5.30108 2.30405 0.0243 -0.0082 0.0095 -0.72
C 1.91062 -4.44542 -3.73146 0.0058 -0.0280 0.0105 -0.62
C 1.75872 -2.70901 -2.08180 -0.0501 0.0787 -0.0563 -0.43
C 4.74744 -2.49466 0.21913 -0.0009 -0.0048 0.0178 -1.15
C 0.28717 1.66313 0.44402 0.0137 -0.0492 0.2749 0.64
C -3.94343 -0.75262 -0.95191 0.0589 0.1059 -0.0444 -0.61
C 2.33973 -5.15920 3.60732 0.0230 0.0036 -0.0023 -0.80
C 3.57966 -0.43256 -0.18876 0.1415 0.1099 -0.0414 -0.03
C 1.40620 3.69709 -0.41421 -0.0197 -0.0341 0.0247 -0.62
C 3.57377 -1.75512 0.23152 0.0966 0.0611 0.1924 0.68
C -5.17934 -1.33583 -0.63729 -0.0557 -0.0872 0.0392 -1.01
C 0.38572 -0.59498 4.49602 -0.0195 0.0267 -0.1729 0.53
C 0.33463 -0.53310 3.08623 0.2107 0.0521 -0.2395 0.10
C 5.92605 -0.60194 -0.66196 0.0298 0.0073 -0.0117 -0.77
C -1.88398 -0.16107 2.94929 0.0667 -0.0670 -0.1223 -0.12
C -2.97802 -5.29128 1.04021 -0.0407 -0.0080 0.0095 -1.38
C 1.38352 2.32419 -0.13595 -0.0505 -0.1639 0.0629 0.31
C 1.02822 -3.85333 1.52277 -0.0442 0.0801 0.0885 -0.22
C 2.13854 -4.64950 1.26113 -0.0459 0.0270 -0.0090 -0.45
C 1.22983 -4.36443 3.87653 -0.0077 0.0006 -0.0031 -0.74
C 0.58126 -3.71427 2.84143 -0.0325 -0.0540 -0.0096 -0.52
C -0.82350 2.44708 0.73497 -0.0596 -0.0911 0.0348 -0.17
C -2.76862 -1.40788 -0.68942 0.0560 0.0441 0.0230 0.25
C 2.28604 -3.19269 -3.26948 -0.0183 -0.0025 0.0088 -1.06
C 0.85524 -3.47336 -1.34791 -0.0657 -0.0766 0.0238 0.88
C -3.98908 -3.26495 0.21129 -0.0068 0.0014 0.0033 0.86
C -1.54448 -3.44172 0.32175 -0.0396 0.0360 -0.0373 0.93
C -2.71041 -2.68597 -0.06038 0.1241 0.0087 0.0160 -0.29
C 5.92716 -1.92218 -0.22784 -0.0277 0.0003 -0.0141 -0.74
C -4.09151 -4.56624 0.75932 0.0327 -0.0053 -0.0013 -0.98
C -1.95902 -0.20130 4.37662 -0.0419 -0.0069 0.1181 -0.99
C 4.76538 0.15034 -0.64178 -0.0828 -0.0652 0.0191 -0.59
C -5.19147 -2.57687 -0.07894 0.0025 0.0530 -0.0207 -0.80
C -1.71732 -4.70986 0.83352 0.0412 0.0387 0.0069 -0.45
C 0.29025 4.44037 -0.10693 -0.0433 -0.0004 0.0159 -0.65
C -0.86466 -0.41464 5.16247 -0.0481 -0.0097 0.0310 -0.70
C 1.01182 -5.21614 -3.00448 0.0234 -0.0069 -0.0203 -0.82
C -0.81660 3.81005 0.46951 0.0600 0.0504 -0.0363 -0.73
H 2.84434 -5.67392 4.41396 -0.0002 -0.0049 -0.0046 0.44
H -5.07982 -4.97105 0.93586 0.0019 -0.0051 -0.0008 0.44
H -6.12741 -3.07032 0.14912 -0.0048 0.0046 -0.0043 0.43
H 2.49989 -4.76681 0.24675 -0.0340 -0.0199 -0.0224 0.64
H -0.93088 -0.44662 6.24180 0.0005 0.0102 -0.0031 0.54
H 6.84194 -0.14959 -1.01743 -0.0054 0.0035 0.0004 0.44
H 2.28923 4.14091 -0.85349 0.0076 -0.0086 -0.0021 0.53
H 3.64271 -5.93006 2.09096 -0.0016 -0.0024 0.0032 0.51
H -0.30835 -3.12878 3.05244 -0.0156 -0.0321 -0.0080 0.59
H 0.26782 5.50303 -0.30242 -0.0040 -0.0018 -0.0029 0.41
H -0.22046 -5.34072 -1.26426 0.0081 0.0039 -0.0210 0.40
H 4.77864 1.17567 -0.97456 -0.0373 0.0378 0.0012 0.52
H 2.98678 -2.59073 -3.83231 0.0014 0.0022 -0.0038 0.49
H -1.71967 2.01420 1.16509 0.0265 -0.0285 0.0020 0.34
H -6.09542 -0.80941 -0.86474 -0.0009 0.0039 0.0105 0.44
H 0.86667 -4.26667 4.89160 -0.0028 0.0032 0.0012 0.51
H 0.71965 -6.19328 -3.36471 -0.0052 0.0039 -0.0006 0.47
H 6.84148 -2.49936 -0.24545 0.0017 0.0025 0.0034 0.47
H 2.06958 -1.73319 -1.72808 -0.1328 -0.0790 -0.1279 0.43
H -0.85315 -5.29574 1.11170 0.0490 0.0122 0.0185 0.67
H -3.93170 0.22039 -1.42600 0.0110 -0.0133 -0.0053 0.46
H -3.04658 -6.29381 1.43898 -0.0053 -0.0006 -0.0048 0.47
H -2.78547 -0.00197 2.36880 0.0189 -0.0035 -0.0469 0.59
H 2.66204 -2.22117 0.57177 0.0910 0.0751 0.0445 0.32
H 4.73081 -3.52374 0.55468 0.0050 0.0195 -0.0010 0.43
H -1.69156 4.39832 0.71564 0.0062 0.0118 -0.0007 0.46
H 2.31730 -4.82416 -4.65953 0.0007 0.0043 -0.0025 0.43
H -2.93332 -0.05665 4.82204 0.0176 -0.0039 0.0284 0.46
```
Positions in Å, forces in eV/Å.

Its HOMO-LUMO gap (alpha / beta) is 6.40 / 6.11 eV. The spin multiplicity is 2. As for the energy above the lowest of the compared OMol25 structures with the same formula, charge and spin: 0.9979 eV. The value obtained for the strongest force on any atom is 0.504 eV/A. As for the LUMO energy (alpha / beta): -7.2 / -7.5 eV. The calculation puts the HOMO energy (alpha / beta) at -13.643 / -13.633 eV. The total charge is +2.